201
Properties=species:S:1:pos:R:3:forces:R:3 method="wB97M-V/def2-TZVPD" total_charge=0 e_above_lowest_kj_mol=0.0 e_lumo_ev=0.5032 orbital_gap_ev=8.91 homo_ev=-8.40
C -2.34170 -3.58252 -1.65215 0.007 -0.151 -0.055
O -1.57258 -3.51660 -0.47588 0.089 0.007 0.175
C -0.29512 -4.11719 -0.60811 0.092 -0.517 -0.174
C 0.22786 -4.39503 0.79570 -0.145 -0.323 -0.732
N 0.26091 -3.13583 1.53268 0.198 -0.493 0.372
C 0.92833 -3.33224 2.83049 -0.456 0.726 -0.365
C 0.86340 -2.06084 3.66935 0.612 -0.335 -0.850
O -0.48839 -1.69383 3.81714 0.185 0.040 0.671
C -0.64981 -0.67584 4.77247 -0.476 1.098 -0.198
H -1.97349 -2.88526 -2.41772 0.045 -0.107 -0.053
H -3.37234 -3.32115 -1.40815 0.070 0.058 0.079
H -2.33282 -4.60551 -2.04598 -0.046 0.121 -0.172
H 0.39783 -3.51625 -1.20901 -0.101 0.403 0.318
H -0.36873 -5.04254 -1.19579 -0.195 -0.202 0.256
H 1.21261 -4.86913 0.76742 0.083 0.395 -0.200
H -0.40167 -5.18431 1.23408 -0.280 0.309 0.269
H -0.71390 -2.89833 1.69340 0.139 0.368 0.011
H 1.97867 -3.50139 2.58561 0.020 -0.476 0.402
H 0.44462 -4.16954 3.34663 0.419 -0.104 0.292
H 1.42448 -1.27506 3.14125 -0.221 0.122 -0.081
H 1.42150 -2.19034 4.60445 -0.481 -0.184 0.291
H 0.01708 0.17955 4.60197 0.373 -0.269 0.008
H -0.55335 -0.97743 5.81781 0.130 -0.393 -0.046
H -1.63740 -0.22930 4.62900 -0.171 -0.348 0.093
C 3.32701 7.85333 5.06344 0.741 0.167 0.427
O 2.80471 7.23772 3.92054 -0.323 0.002 0.051
C 3.43990 7.68176 2.75593 1.160 0.784 -0.596
C 2.93315 6.91278 1.55210 -1.181 0.596 0.475
N 1.58156 7.42029 1.23686 0.435 -0.682 -0.504
C 1.04460 6.70231 0.07903 -0.138 0.371 0.011
C -0.34820 7.23716 -0.19064 -0.149 -0.775 0.591
O -1.14959 6.79132 0.91971 -0.077 0.104 -0.306
C -2.49366 6.54886 0.55943 0.082 0.485 0.415
H 2.65462 7.77803 5.91558 -0.295 -0.152 -0.262
H 3.56493 8.91275 4.90901 -0.278 0.056 -0.147
H 4.27913 7.38986 5.35981 -0.018 -0.112 -0.071
H 4.54022 7.68319 2.85497 -0.019 -0.813 0.067
H 3.29103 8.76041 2.58677 -0.620 -0.075 0.045
H 2.90138 5.84106 1.78725 0.235 -0.105 -0.061
H 3.51045 7.08235 0.64337 0.415 -0.006 0.221
H 0.95101 7.22742 2.01009 0.127 0.085 0.135
H 1.02893 5.61520 0.23936 -0.287 -0.065 0.022
H 1.67556 6.83164 -0.80422 0.093 0.372 0.118
H -0.77994 6.84959 -1.11540 0.187 -0.029 -0.102
H -0.31902 8.32857 -0.21009 -0.067 0.071 -0.063
H -2.98679 7.46985 0.22626 0.054 -0.041 -0.290
H -3.03134 6.25307 1.46082 0.125 -0.266 -0.033
H -2.54774 5.77424 -0.20775 -0.200 -0.016 -0.034
C 5.30931 3.31626 -0.07042 0.305 0.628 -0.378
O 5.02831 2.07401 0.49894 0.008 -0.352 -0.081
C 3.65779 1.71958 0.37135 -0.133 0.537 -0.185
C 3.41986 0.23095 0.57554 -0.673 0.549 -0.539
N 3.71923 -0.67329 -0.51927 0.806 -0.886 0.138
C 5.11699 -0.76043 -0.93134 0.006 1.892 -0.413
C 5.32127 -1.55680 -2.19162 -0.769 -1.013 -0.127
O 4.78884 -0.98643 -3.38565 0.234 0.128 0.225
C 5.54312 0.11540 -3.84031 -0.395 0.752 0.823
H 4.77728 4.14924 0.40199 -0.153 -0.082 0.172
H 5.08026 3.35922 -1.14439 -0.225 -0.214 -0.025
H 6.37605 3.53050 -0.00329 0.026 -0.222 0.280
H 3.27715 2.06341 -0.60312 0.111 -0.289 -0.236
H 3.06022 2.28646 1.09428 0.037 -0.121 0.222
H 2.33537 0.13445 0.66064 0.086 0.092 0.570
H 3.89086 -0.02191 1.52687 0.050 -0.509 -0.113
H 3.10343 -0.52136 -1.30893 -0.008 0.262 -0.095
H 5.75339 -1.11950 -0.12065 -0.143 -0.242 0.027
H 5.45149 0.26851 -1.14030 0.436 -0.165 0.137
H 4.75315 -2.48734 -2.08564 0.164 -0.147 -0.078
H 6.36923 -1.82655 -2.34241 0.141 0.161 0.058
H 6.61819 -0.08324 -3.81081 0.005 -0.188 -0.517
H 5.40484 0.98624 -3.18070 -0.027 -0.062 0.063
H 5.14434 0.44231 -4.79779 0.318 -0.383 -0.255
C -5.57057 -7.28758 -6.78282 0.118 -0.345 -0.490
O -4.42182 -6.76143 -7.41317 -0.087 0.436 -0.615
C -3.43174 -6.31087 -6.52347 -0.441 0.311 1.138
C -3.76814 -4.94461 -5.91654 0.415 0.450 -0.947
N -2.91082 -4.55802 -4.80417 -0.147 -0.176 0.615
C -1.46698 -4.57367 -5.04440 -0.520 0.001 -0.961
C -0.99813 -3.44120 -5.95119 0.595 -0.082 0.539
O -0.96232 -2.25350 -5.16299 -0.408 0.079 -0.501
C -0.70815 -1.10509 -5.94007 -0.397 0.764 0.239
H -5.95826 -6.63885 -5.99706 0.083 -0.167 0.223
H -5.34543 -8.30463 -6.44823 -0.090 0.087 0.526
H -6.35318 -7.39983 -7.53285 0.087 0.199 -0.126
H -2.48943 -6.19229 -7.05239 -0.026 -0.567 -0.203
H -3.35995 -7.02567 -5.69387 0.346 0.318 -0.266
H -4.81768 -4.93119 -5.62330 0.093 0.106 0.252
H -3.64962 -4.22550 -6.74277 -0.352 0.008 -0.107
H -3.15480 -3.61072 -4.53664 -0.104 -0.076 0.178
H -1.21474 -5.51038 -5.54292 0.153 -0.096 0.291
H -0.93566 -4.52639 -4.09446 0.085 -0.010 -0.028
H -1.63884 -3.29240 -6.82509 -0.179 -0.064 0.034
H 0.00660 -3.67265 -6.32758 0.092 0.082 0.003
H -1.31325 -1.01963 -6.84951 0.184 -0.647 -0.228
H 0.35606 -1.00220 -6.16021 0.045 -0.029 -0.216
H -1.04785 -0.21854 -5.39837 0.324 -0.155 0.438
C 0.49683 1.93866 9.75987 0.182 0.024 1.098
O -0.50199 1.62111 8.83158 0.188 0.029 -0.409
C -1.80443 1.71088 9.36959 -0.053 0.047 -0.315
C -2.80626 1.12593 8.38290 -0.932 -0.096 0.065
N -3.03455 1.87227 7.11429 0.801 -0.776 0.557
C -4.11700 2.80409 7.25950 -1.633 1.011 -0.700
C -4.39589 3.65250 5.99840 -0.003 -0.137 0.575
O -3.44507 4.66834 5.77962 -0.109 -0.230 -0.721
C -2.70582 4.47732 4.58014 0.931 0.237 0.146
H 0.44431 2.95797 10.16634 -0.251 0.133 -0.378
H 1.48966 1.80899 9.33490 -0.154 -0.132 -0.288
H 0.41124 1.29489 10.64690 0.100 -0.155 -0.122
H -2.03286 2.75252 9.62479 -0.081 0.084 -0.169
H -1.84164 1.15357 10.31295 -0.131 -0.165 -0.044
H -3.78906 1.04398 8.86822 0.105 0.260 0.428
H -2.60803 0.06995 8.19172 0.648 0.154 -0.311
H -3.30145 1.17261 6.42980 0.096 0.159 -0.141
H -3.99286 3.44328 8.13572 0.368 0.084 -0.145
H -5.10141 2.32172 7.40881 0.224 -0.367 0.270
H -5.38229 4.11917 6.09528 0.039 0.006 0.226
H -4.50171 2.96441 5.15038 0.287 0.070 -0.141
H -1.93239 5.24581 4.52729 -0.041 0.005 0.280
H -3.24363 4.56508 3.63098 -0.619 -0.161 0.286
H -2.19119 3.51538 4.63340 -0.069 -0.062 -0.342
C 1.91632 0.59505 -3.86644 -0.193 0.420 0.074
O 1.47001 0.15443 -2.60440 0.063 0.133 0.305
C 0.16754 -0.40301 -2.59569 -0.542 0.829 0.410
C -0.28883 -0.56139 -1.15802 0.508 -1.027 0.134
N -0.22157 0.65770 -0.34795 -0.115 -0.418 -0.650
C -0.33103 0.27960 1.07978 0.667 1.025 -0.975
C -0.43623 1.49468 1.98030 0.932 -0.731 0.094
O 0.86441 1.99034 2.25885 0.314 -0.200 0.188
C 0.80153 3.20230 2.98662 0.406 0.866 -0.821
H 2.72409 1.29903 -3.66872 0.338 -0.314 -0.152
H 1.16007 1.18377 -4.39668 -0.287 -0.146 0.086
H 2.21638 -0.24079 -4.50107 0.237 0.013 0.010
H 0.16422 -1.35538 -3.12730 -0.278 0.006 0.015
H -0.54337 0.30889 -3.03385 0.165 -0.053 -0.557
H 0.34727 -1.34318 -0.71254 -0.139 -0.036 0.156
H -1.30870 -0.95363 -1.15247 0.003 -0.006 -0.021
H 0.70465 1.01564 -0.57984 -0.045 0.318 0.591
H 0.58750 -0.27830 1.27767 -0.463 -0.383 0.798
H -1.22734 -0.31997 1.23033 0.115 -0.262 -0.189
H -0.82731 1.10550 2.92897 -0.616 0.685 -0.152
H -1.00108 2.28216 1.47053 -0.485 -0.097 0.380
H 0.48178 3.98211 2.27974 -0.577 0.114 0.373
H 1.79782 3.55426 3.26157 0.153 -0.573 0.150
H 0.18574 3.16195 3.88661 -0.142 -0.096 -0.073
C 1.96386 5.09081 -2.83757 0.009 -0.458 -1.232
O 0.63522 4.98190 -2.40911 0.059 0.030 0.128
C 0.15171 3.64482 -2.39830 0.023 0.543 0.614
C -1.17865 3.67417 -1.66314 -0.119 -0.493 -0.627
N -1.94792 2.45772 -1.93382 0.818 0.037 -0.288
C -3.23334 2.48038 -1.28372 -0.393 -0.014 0.132
C -3.87731 1.10503 -1.35737 0.571 -0.121 0.772
O -5.21491 1.17585 -0.92298 -0.078 0.104 -0.708
C -5.95717 0.01318 -1.22572 -0.279 0.338 0.635
H 2.15663 6.12939 -3.09792 0.175 0.116 0.545
H 2.12003 4.56131 -3.79218 -0.204 -0.125 -0.009
H 2.70044 4.63932 -2.16584 -0.072 0.340 0.440
H 0.85680 3.02433 -1.83470 0.147 -0.292 -0.299
H 0.02438 3.30757 -3.42852 0.026 -0.301 -0.021
H -1.69707 4.54837 -2.06340 -0.243 0.027 0.315
H -1.00258 3.75458 -0.58303 0.019 0.488 0.056
H -1.37242 1.71760 -1.49924 -0.538 0.211 -0.078
H -3.88544 3.22587 -1.74964 0.037 -0.038 -0.054
H -3.14507 2.74922 -0.21666 -0.112 0.074 0.004
H -3.30731 0.47930 -0.64957 -0.034 -0.263 -0.149
H -3.76648 0.64324 -2.34454 -0.199 0.238 -0.164
H -6.99570 0.27199 -1.01910 -0.018 -0.154 0.038
H -5.65458 -0.79652 -0.55406 -0.017 -0.223 -0.186
H -5.89831 -0.29984 -2.27130 0.290 0.063 -0.047
C -2.26896 -9.11643 -4.50777 -0.551 -0.031 0.740
O -1.00351 -8.56767 -4.25820 -0.010 0.132 -0.021
C -0.27415 -9.34818 -3.32417 0.171 0.561 0.209
C 1.12887 -8.77214 -3.23783 -0.118 -0.271 -0.200
N 1.18591 -7.52419 -2.51402 0.421 0.656 0.184
C 2.49238 -6.87448 -2.64183 -0.178 -0.175 0.284
C 2.40727 -5.40209 -2.30320 0.535 -0.282 0.404
O 1.65814 -4.75909 -3.31266 0.153 0.391 -0.967
C 2.00916 -3.39387 -3.47391 0.195 0.167 0.812
H -2.87752 -9.21804 -3.59397 0.332 -0.095 0.208
H -2.17540 -10.12161 -4.93154 -0.162 0.122 -0.362
H -2.86017 -8.41578 -5.09487 0.512 -0.580 -0.356
H -0.27210 -10.39235 -3.65397 0.138 -0.060 0.085
H -0.75411 -9.26018 -2.34188 -0.046 -0.241 0.028
H 1.49530 -8.69546 -4.27380 0.090 0.120 -0.008
H 1.80819 -9.45035 -2.71273 -0.176 -0.245 -0.075
H 0.52129 -6.82733 -2.83317 -0.288 -0.413 -0.324
H 2.89925 -6.99279 -3.65659 -0.130 0.278 -0.171
H 3.26192 -7.33578 -2.01283 -0.315 -0.140 0.317
H 3.44783 -5.07414 -2.16639 -0.063 0.501 -0.689
H 1.97997 -5.14822 -1.32804 -0.165 -0.525 -0.022
H 3.02759 -3.24715 -3.84600 0.165 -0.258 0.115
H 1.92341 -2.94151 -2.47931 0.218 0.447 -0.138
H 1.36235 -2.84465 -4.15736 -0.409 -0.544 -0.043
O -0.62714 3.33152 6.44266 0.008 -0.242 -0.193
H -1.50197 2.88459 6.47443 0.272 0.094 0.353
H -0.10343 2.87054 7.10773 -0.181 -0.118 0.056
O 2.95035 -3.39061 0.09839 0.492 -0.059 -0.270
H 3.47711 -2.69388 -0.34840 -0.588 -0.017 0.607
H 2.24502 -2.90718 0.54820 -0.081 0.209 -0.131
O 0.23882 5.89600 5.98890 -0.177 -0.356 0.021
H 0.85904 6.02190 6.71203 -0.035 -0.017 -0.026
H -0.14499 4.99914 6.13639 0.229 0.519 -0.001